1.
2 unconnected molecules or ions with the total composition C6H18OPSi in a non-equilibrium geometry, computed with ωB97M-V/def2-TZVPD.

Properties
* multiplicity: 1
* electronic energy: -25717.677 eV
* orbital gap (alpha / beta): 7.20 / 8.51 eV
* ΔE to the lowest compared entry with this formula, charge and spin: 37.9 kcal per mole
* charge: +1

The geometry in XYZ format:
```
27
Properties=species:S:1:pos:R:3:mulliken_charge:R:1
C 2.208 0.585 0.504 -1.59
C 1.395 -0.561 -1.530 -1.57
C 0.676 1.739 -1.093 -1.70
C -0.398 0.131 2.232 -1.08
C -0.847 -3.350 0.116 -0.68
C 1.036 0.391 -0.479 1.56
O -1.806 0.302 0.034 0.04
Si -3.014 1.321 -0.496 0.13
P -0.438 -0.405 0.464 0.45
H 2.955 1.193 0.042 0.49
H 2.735 -0.437 0.672 0.35
H 1.707 0.947 1.450 0.35
H 2.442 -0.259 -2.030 0.34
H 0.712 -0.750 -2.445 0.31
H 1.833 -1.524 -1.147 0.39
H -0.267 1.607 -1.726 0.18
H 0.418 2.335 -0.262 0.48
H 1.504 2.169 -1.522 0.55
H -1.268 0.937 2.471 0.29
H 0.605 0.344 2.623 0.53
H -0.761 -0.820 2.718 0.33
H -0.483 -3.429 1.146 0.35
H -0.015 -3.400 -0.526 0.32
H -1.824 -3.724 -0.246 0.31
H -3.699 0.996 0.777 -0.06
H -3.659 0.743 -1.690 -0.06
H -2.346 2.657 -1.083 -0.02
```

2.
A molecular structure, C38H51Cl3LuN2O3PSi in a non-equilibrium geometry, computed with ωB97M-V/def2-TZVPD.

Properties
* multiplicity: 1
* electronic energy: -137718.455 eV
* orbital gap: 7.97 eV
* ΔE to the lowest compared entry with this formula, charge and spin: 42.4 kcal per mole
* charge: 0

The geometry in XYZ format:
```
100
Properties=species:S:1:pos:R:3:mulliken_charge:R:1
C 1.673 -0.956 -5.241 -1.62
C 1.237 0.437 -4.896 0.32
H 1.846 -1.050 -6.318 0.51
H 0.916 -1.700 -4.948 0.13
H 2.600 -1.202 -4.710 0.32
C 0.544 1.220 -5.732 0.58
C 0.164 0.810 -7.113 -1.75
H 0.265 2.236 -5.441 0.44
H -0.292 -0.192 -7.140 0.33
H 1.033 0.801 -7.789 0.36
H -0.559 1.526 -7.517 0.40
Lu 0.266 -0.575 -0.355 1.64
Cl 2.643 -0.435 0.362 -0.62
Cl -0.580 -2.685 0.801 -0.75
C 0.751 2.565 0.398 -0.42
O 0.030 1.529 0.270 -0.26
N 0.282 3.731 0.827 0.83
C -1.089 3.864 1.323 -0.85
C 1.137 4.915 0.925 -1.06
H 1.825 2.533 0.153 0.37
H -1.711 3.081 0.898 0.15
H -1.464 4.851 1.027 0.38
H -1.104 3.804 2.420 0.16
H 2.141 4.672 0.565 0.32
H 1.192 5.264 1.968 0.34
H 0.725 5.731 0.310 0.32
H -1.186 -0.838 -4.065 0.18
H -2.565 1.737 -4.602 0.28
C -2.168 -0.944 -3.585 -0.97
C -3.270 1.268 -3.901 -0.92
N -2.576 0.340 -3.009 0.42
H -2.106 -1.705 -2.801 0.12
C -2.430 0.606 -1.709 0.07
O -1.828 -0.170 -0.913 -0.40
H -3.752 2.048 -3.303 0.26
H -2.884 1.551 -1.372 0.15
H -2.910 -1.231 -4.337 0.51
H -4.022 0.720 -4.483 0.37
O 0.643 0.010 -2.749 -0.22
C 1.485 0.821 -3.450 -0.11
C -0.070 2.774 -3.065 0.73
C 1.232 2.285 -3.086 -0.40
H -0.886 2.072 -3.263 0.34
C -0.307 4.126 -2.813 -1.05
H 2.540 0.587 -3.225 0.43
C 2.304 3.127 -2.787 -0.64
H -1.334 4.501 -2.816 0.39
C 0.769 4.984 -2.568 -0.73
C 2.073 4.481 -2.544 -0.77
H 3.311 2.696 -2.771 0.40
H 0.589 6.049 -2.390 0.49
H 2.916 5.142 -2.334 0.44
Si 0.474 -4.260 -1.044 0.81
Cl 0.714 -2.322 -2.070 0.04
C -1.264 -4.972 -0.752 -1.21
C 1.868 -4.427 0.203 -0.96
C 1.009 -5.467 -2.429 -1.39
H -2.050 -4.317 -1.147 0.30
H -1.488 -5.176 0.304 0.35
H -1.352 -5.933 -1.277 0.36
H 0.228 -5.557 -3.196 0.30
H 1.170 -6.467 -2.000 0.35
H 1.943 -5.149 -2.907 0.32
H 2.488 -3.523 0.249 0.24
H 2.518 -5.256 -0.106 0.50
H 1.517 -4.653 1.217 0.27
C -0.622 3.364 5.806 -0.49
C 0.441 3.263 4.901 -0.68
C 0.620 2.096 4.164 -0.52
C -0.274 1.014 4.326 0.24
C -1.341 1.123 5.231 -0.41
C -1.508 2.296 5.969 -0.60
P -0.011 -0.427 3.263 1.29
C 1.389 -1.330 4.011 -0.49
C 1.982 -2.339 3.225 0.68
C 3.115 -3.016 3.658 -0.47
C 3.676 -2.697 4.902 -0.66
C 3.098 -1.694 5.688 -0.62
C 1.964 -1.003 5.250 -0.30
C -1.491 -1.448 3.545 0.19
C -1.429 -2.746 4.087 -0.40
C -2.522 -3.602 3.943 -0.62
C -3.682 -3.168 3.301 -0.51
C -3.778 -1.847 2.843 -0.70
C -2.698 -0.981 2.983 -0.31
H -0.757 4.280 6.384 0.36
H 1.141 4.091 4.775 0.39
H 1.453 2.001 3.462 0.47
H -2.032 0.291 5.360 0.39
H -2.338 2.372 6.674 0.39
H 1.561 -2.554 2.248 -0.35
H 3.558 -3.782 3.022 0.44
H 4.562 -3.229 5.248 0.36
H 3.540 -1.439 6.654 0.38
H 1.526 -0.216 5.862 0.40
H -0.521 -3.082 4.591 0.37
H -2.456 -4.621 4.328 0.39
H -4.518 -3.855 3.156 0.36
H -4.695 -1.494 2.367 0.37
H -2.764 0.044 2.622 0.39
```

3.
3 unconnected molecules or ions with the total composition C2H10N2O2 in a non-equilibrium geometry, computed with ωB97M-V/def2-TZVPD.

Properties
* multiplicity: 1
* electronic energy: -9305.381 eV
* orbital gap: 4.20 eV
* ΔE to the lowest compared entry with this formula, charge and spin: 142.7 kcal per mole
* charge: 0

The geometry in XYZ format:
```
16
Properties=species:S:1:pos:R:3:mulliken_charge:R:1
C -0.597 0.231 1.001 -0.11
C -1.771 -0.440 0.555 -0.07
N -1.893 -0.785 -0.788 -0.44
N -0.855 1.759 1.200 -0.50
H 0.246 0.229 0.251 0.13
H -2.188 -1.240 1.172 0.34
H -1.012 -0.477 -1.225 0.29
H -2.571 -0.121 -1.193 0.35
H -0.906 2.181 0.272 0.28
H -0.206 -0.099 1.959 0.24
H 3.105 -0.523 -0.613 0.42
H 1.652 0.405 -2.098 0.19
O 2.016 0.447 -1.206 -0.91
H -1.863 1.700 1.371 0.25
H 3.180 -2.021 -0.484 0.25
O 3.663 -1.247 -0.176 -0.71
```

4.
27 unconnected molecules or ions with the total composition C6H64F3NO28 in a non-equilibrium geometry, computed with ωB97M-V/def2-TZVPD.

Properties
* multiplicity: 1
* electronic energy: -74233.271 eV
* orbital gap: 8.44 eV
* charge: 0

The geometry in XYZ format:
```
102
Properties=species:S:1:pos:R:3:mulliken_charge:R:1
N -0.815 1.720 2.445 -0.21
C -1.390 1.515 1.071 0.28
C -1.122 0.031 0.550 -0.41
O -0.256 -0.673 1.455 -0.07
C -0.826 -1.902 1.930 -0.76
C 0.338 -2.988 2.016 -0.58
C 1.658 -2.613 1.204 -0.12
O 2.686 -3.593 1.592 -0.47
C 1.519 -2.715 -0.372 0.97
F 0.285 -2.361 -0.880 -0.29
F 2.445 -1.793 -0.925 -0.30
F 1.848 -3.952 -0.910 -0.30
H 0.138 2.063 2.290 0.20
H -1.378 2.461 2.885 0.16
H -0.962 2.300 0.364 -0.23
H -2.511 1.708 1.182 -0.02
H -0.582 0.080 -0.456 0.01
H -2.122 -0.459 0.367 0.43
H -1.625 -2.338 1.255 0.24
H -1.337 -1.740 2.937 0.31
H -0.021 -4.043 1.768 0.35
H 0.641 -3.038 3.114 0.13
H 2.079 -1.613 1.513 0.46
H 2.270 -4.474 1.470 0.37
O -3.054 -3.582 2.737 -0.57
H -3.664 -3.286 2.050 0.30
H -3.349 -4.477 2.939 0.29
O 1.605 -5.793 -3.204 -0.62
H 2.299 -6.005 -2.570 0.31
H 1.260 -4.946 -2.898 0.30
O 1.090 0.111 4.481 -0.69
H 0.481 0.427 3.791 0.45
H 0.783 -0.783 4.667 0.30
O -2.072 2.624 5.055 -0.61
H -2.350 1.760 5.378 0.31
H -1.354 2.878 5.648 0.28
O 0.277 4.315 -0.398 -0.54
H 0.354 5.243 -0.645 0.27
H 1.027 3.892 -0.840 0.28
O -3.653 2.278 -1.103 -0.50
H -3.041 2.027 -1.804 0.26
H -4.059 3.092 -1.428 0.27
O 5.022 -4.564 3.621 -0.65
H 4.402 -4.274 2.937 0.28
H 4.735 -5.462 3.823 0.34
O 0.976 3.200 4.994 -0.64
H 0.928 2.247 4.836 0.30
H 1.308 3.559 4.164 0.30
O 1.276 3.217 -2.854 -0.61
H 0.673 3.519 -3.542 0.27
H 0.968 2.318 -2.648 0.32
O 1.970 -4.360 4.575 -0.62
H 2.269 -4.016 3.729 0.19
H 2.578 -3.974 5.213 0.39
O 4.539 -0.734 2.107 -0.58
H 4.508 -1.688 1.969 0.28
H 4.857 -0.385 1.265 0.27
O 2.947 -6.783 2.975 -0.58
H 3.510 -7.563 2.911 0.28
H 2.549 -6.851 3.853 0.32
O 1.470 5.617 -4.637 -0.56
H 1.564 6.012 -5.513 0.33
H 2.361 5.644 -4.269 0.26
O 1.286 0.492 -3.259 -0.57
H 2.084 0.023 -2.988 0.24
H 0.778 -0.171 -3.741 0.28
O -0.294 6.558 -6.315 -0.65
H -0.722 5.847 -5.828 0.31
H -0.641 7.360 -5.906 0.34
O 3.443 -2.313 4.381 -0.58
H 3.499 -1.379 4.134 0.28
H 4.193 -2.722 3.933 0.28
O -6.170 0.657 0.411 -0.66
H -5.351 0.787 -0.086 0.31
H -6.728 1.394 0.137 0.31
O -4.561 5.022 -2.158 -0.68
H -3.743 5.150 -2.655 0.34
H -5.118 5.760 -2.433 0.29
O 2.784 -3.163 -5.027 -0.62
H 2.523 -4.035 -4.696 0.34
H 3.502 -2.897 -4.442 0.29
O 5.397 0.532 -0.797 -0.61
H 5.127 -0.191 -1.376 0.30
H 5.559 1.266 -1.400 0.30
O -7.348 -2.021 1.443 -0.62
H -7.622 -2.740 0.864 0.31
H -7.162 -1.289 0.838 0.33
O -2.879 5.198 0.334 -0.60
H -1.991 4.853 0.173 0.30
H -3.317 5.128 -0.524 0.30
O -4.232 2.519 2.593 -0.49
H -5.179 2.689 2.557 0.25
H -3.975 2.809 3.478 0.24
O 1.229 -2.187 -7.292 -0.64
H 1.927 -2.400 -6.654 0.34
H 0.884 -1.341 -6.987 0.30
O -0.129 -4.754 -5.803 -0.62
H -0.400 -5.477 -6.378 0.29
H 0.039 -4.021 -6.410 0.35
O -1.998 7.464 -4.097 -0.67
H -1.310 7.242 -3.457 0.33
H -2.332 8.317 -3.795 0.32
```

5.
A gas-phase ion, C8H9N3O (charge +2) in a non-equilibrium geometry, computed with ωB97M-V/def2-TZVPD.

Properties
* expectation value of S²: 2.130
* multiplicity: 3
* electronic energy: -14932.736 eV
* orbital gap (alpha / beta): 6.17 / 6.75 eV
* charge: +2

The geometry in XYZ format:
```
21
Properties=species:S:1:pos:R:3:mulliken_charge:R:1
C -2.344 -1.553 -0.166 -0.57
C -1.357 -2.600 0.041 -0.64
C -2.004 -0.246 -0.241 -0.36
C -0.023 -2.145 0.064 -0.46
C -0.702 0.190 0.099 1.01
C 0.369 -0.866 0.218 0.23
C 2.405 0.411 0.204 0.33
C -1.010 2.667 0.143 -0.78
N -0.277 1.434 0.341 -0.33
N 1.702 -0.662 0.223 0.57
N 3.387 1.059 -0.296 -0.16
O 2.555 -1.593 0.330 -0.36
H -3.335 -1.687 -0.413 0.47
H -1.553 -3.624 0.163 0.50
H -2.777 0.523 -0.317 0.33
H 0.809 -2.781 0.204 0.58
H -1.694 2.934 1.027 0.36
H -0.239 3.546 0.274 0.33
H -1.755 2.530 -0.718 0.32
H 3.720 0.832 -1.223 0.31
H 4.124 1.632 0.044 0.30
```

6.
A single C19H18N2O5S molecule, computed with ωB97M-V/def2-TZVPD.

Properties
* SMILES: COc1ccc(OC)c2c1s/c(=N\C(=O)[C@H]1COc3ccccc3O1)n2C
* multiplicity: 1
* electronic energy: -44047.263 eV
* orbital gap: 8.61 eV
* ΔE to the lowest compared entry with this formula, charge and spin: 45.4 kcal per mole
* charge: 0

The geometry in XYZ format:
```
45
Properties=species:S:1:pos:R:3:mulliken_charge:R:1
C -3.914 0.819 3.595 -0.94
H -4.510 0.034 4.056 0.25
O -3.287 0.217 2.488 -0.43
C -2.474 0.983 1.716 0.49
C -2.176 2.321 1.904 -0.96
C -1.314 2.990 1.039 -0.90
C -0.718 2.365 -0.044 1.00
C -1.016 1.007 -0.251 -0.95
C -1.874 0.350 0.626 1.44
S -2.061 -1.333 0.200 -0.22
C -0.935 -1.114 -1.148 0.73
N -0.611 -1.992 -2.009 -0.46
C -0.393 -3.307 -2.024 0.14
O -0.694 -4.053 -2.926 -0.68
C 0.483 -3.857 -0.859 0.31
C 1.901 -4.095 -1.392 -0.74
H 2.490 -4.616 -0.624 0.33
O 2.529 -2.878 -1.728 -0.48
C 2.374 -1.901 -0.784 0.66
C 3.200 -0.785 -0.836 -0.70
C 3.075 0.221 0.104 -0.62
C 2.139 0.112 1.120 -0.54
C 1.309 -0.991 1.178 -0.47
C 1.405 -1.992 0.219 0.37
O 0.519 -3.035 0.284 -0.45
H 0.564 -1.094 1.952 0.53
H 2.047 0.888 1.864 0.46
H 3.719 1.086 0.049 0.40
H 3.930 -0.730 -1.628 0.42
H 1.867 -4.692 -2.304 0.42
H 0.037 -4.806 -0.544 0.37
N -0.536 0.177 -1.244 0.19
C 0.333 0.599 -2.316 -1.19
H 1.289 0.934 -1.917 0.29
H -0.132 1.413 -2.871 0.37
H 0.488 -0.255 -2.973 0.40
O 0.139 2.973 -0.918 -0.37
C 0.489 4.315 -0.686 -1.04
H -0.381 4.976 -0.746 0.37
H 1.191 4.572 -1.477 0.26
H 0.978 4.442 0.286 0.39
H -1.114 4.030 1.238 0.41
H -2.603 2.871 2.727 0.41
H -4.571 1.639 3.286 0.37
H -3.182 1.192 4.317 0.36
```